Below is a 2-piece molecular cluster, C5H6N2O overall, with properties calculated with ωB97M-V with the def2-TZVPD basis set.

Geometry as XYZ:
```
14
Properties=species:S:1:pos:R:3:lowdin_charge:R:1
N -2.516 0.266 -1.019 0.158
C -1.672 0.360 -0.240 -0.145
C -0.654 0.425 0.990 -0.574
N -0.356 1.767 1.198 0.146
O -0.805 -0.372 1.895 0.077
H -0.243 2.360 0.390 0.106
H 0.286 1.935 1.960 0.113
C 1.158 -0.341 -0.133 -0.097
C 0.523 -0.373 -1.311 -0.057
C 0.712 -1.684 -0.652 -0.125
H 2.011 0.073 0.363 0.112
H 0.255 0.122 -2.219 0.108
H 1.408 -2.382 -1.108 0.089
H -0.108 -2.155 -0.114 0.088
```

Properties
* lowest unoccupied orbital energy: -0.003 Ha
* net charge: 0
* multiplicity: 1
* orbital gap: 9.56 eV
* SMILES: N#CC(N)=O.C1=CC1
* calculated total energy: -378.721129 Eh
* energy above the lowest of the compared OMol25 structures with the same formula, charge and spin: 393.3 kJ/mol